23
Properties=species:S:1:pos:R:3 method="wB97M-V/def2-TZVPD" lumo_ha="-0.23855 / -0.23854" relative_energy_kcal_mol=0.0 total_charge=+1 e_homo_ev="-11.9 / -11.9" total_energy_ev=-18844.823 smiles="[H]/N=C1/N=C2C=NC=CN2[C@@]2(C=N[NH+]=C2)N1"
H -0.9925 3.9949 0.0642
N -0.1148 3.5491 0.1172
C 0.1038 2.3142 0.0732
N 1.3100 1.7739 -0.0079
C 1.6311 0.5276 -0.0021
C 2.9937 0.0366 -0.0793
N 3.3082 -1.2006 0.1442
C 2.2989 -2.0572 0.1619
C 0.9723 -1.7430 0.0440
N 0.6081 -0.4034 0.0874
C -0.7990 0.0006 0.0432
C -1.5928 -0.5938 1.1863
N -2.7057 -1.0741 0.8020
N -2.7582 -0.9412 -0.5560
C -1.6590 -0.4409 -1.1048
N -1.0127 1.4678 0.2321
H 3.8032 0.8393 -0.2704
H 2.6603 -3.1573 0.1936
H 0.3520 -2.6019 -0.0926
H -1.4740 -0.6430 2.2624
H -3.6713 -1.1485 -0.9385
H -1.3607 -0.2336 -2.1845
H -1.9009 1.7344 -0.1757

---

111
Properties=species:S:1:pos:R:3 method="wB97M-V/def2-TZVPD" lumo_ha=-0.01643 relative_energy_kcal_mol=8.1 e_homo_ev=-9.2 total_energy_ev=-167103.756
C -3.3437 1.2880 -9.5648
C -1.8747 0.9659 -9.6538
O -1.4108 0.4400 -10.6554
O -1.0678 1.1982 -8.5784
C -1.0779 2.5382 -8.0843
C -0.1244 2.7042 -6.9129
C -0.7479 2.6436 -5.5181
C -1.2992 1.3460 -4.9288
Br -2.8571 0.6468 -5.8260
C -0.3034 0.1817 -4.6470
O -1.0581 -0.8465 -4.0725
I 0.5306 -0.7435 -6.4380
C 0.8055 0.5377 -3.6467
Cl 2.0710 1.5730 -4.3716
C 0.3399 1.1179 -2.3173
C -0.1581 0.1046 -1.2839
B 0.9661 -0.8031 -0.6235
O 2.1655 -1.1541 -1.2275
O 0.7596 -1.2655 0.6515
O -0.6034 2.2014 -2.4571
S -1.9357 1.9012 -3.2745
O -2.7652 0.9190 -2.6537
O -2.5529 3.1777 -3.4400
H -3.6108 1.9825 -8.7786
H -3.6176 1.7396 -10.5105
H -3.9103 0.3705 -9.4764
H -2.0723 2.8214 -7.7455
H -0.7668 3.1881 -8.8966
H 0.2102 3.7352 -7.0102
H 0.7729 2.1122 -7.0374
H -0.0510 3.0683 -4.8059
H -1.5813 3.3373 -5.5376
H -0.4807 -1.4178 -3.5634
H 1.3249 -0.3828 -3.4161
H 1.2214 1.5722 -1.8840
H -0.9855 -0.5041 -1.6439
H -0.5746 0.6994 -0.4744
H 2.0314 -1.9334 -1.7701
H -0.1798 -1.4431 0.7572
C -5.2339 2.8834 1.8406
C -4.5152 2.7514 0.6599
C -4.5631 1.5638 -0.0571
C -5.3417 0.5105 0.4038
C -6.0665 0.6437 1.5807
C -6.0096 1.8290 2.3015
H -5.1893 3.8082 2.4025
H -3.9116 3.5744 0.2975
H -3.9906 1.4648 -0.9709
H -5.3836 -0.4148 -0.1568
H -6.6748 -0.1776 1.9378
H -6.5688 1.9304 3.2228
C -0.5201 -4.4796 1.0398
C -0.9686 -4.4911 2.3532
C -1.9860 -5.3564 2.7294
C -2.5479 -6.2149 1.7948
C -2.0966 -6.2059 0.4823
C -1.0846 -5.3358 0.1035
H 0.2748 -3.8044 0.7468
H -0.5233 -3.8265 3.0832
H -2.3400 -5.3630 3.7519
H -3.3383 -6.8924 2.0899
H -2.5341 -6.8771 -0.2450
H -0.7352 -5.3262 -0.9214
C 3.0477 -2.1806 2.4774
C 4.3266 -2.4899 2.9211
C 4.6593 -2.3321 4.2594
C 3.7088 -1.8710 5.1592
C 2.4293 -1.5649 4.7186
C 2.0986 -1.7150 3.3783
H 2.7924 -2.3012 1.4349
H 5.0652 -2.8554 2.2191
H 5.6586 -2.5697 4.6022
H 3.9653 -1.7506 6.2037
H 1.6881 -1.2056 5.4209
H 1.1038 -1.4700 3.0369
C 4.3143 -7.1566 1.3454
C 4.6230 -5.9476 1.9531
C 5.8882 -5.7427 2.4857
C 6.8468 -6.7430 2.4026
C 6.5387 -7.9503 1.7915
C 5.2714 -8.1585 1.2660
H 3.3263 -7.3180 0.9336
H 3.8768 -5.1655 2.0133
H 6.1273 -4.8033 2.9663
H 7.8345 -6.5815 2.8147
H 7.2867 -8.7297 1.7258
H 5.0296 -9.1020 0.7941
C 1.5835 2.6585 3.3084
C 1.8870 3.8670 3.9204
C 3.1504 4.0778 4.4529
C 4.1136 3.0806 4.3663
C 3.8109 1.8731 3.7526
C 2.5442 1.6608 3.2268
H 0.5947 2.4940 2.8973
H 1.1355 4.6431 3.9836
H 3.3853 5.0178 4.9354
H 5.1007 3.2455 4.7786
H 4.5601 1.0943 3.6849
H 2.3079 0.7200 2.7538
C -3.8516 6.5799 3.1558
C -3.7517 7.1163 4.4321
C -2.5703 6.9885 5.1496
C -1.4848 6.3304 4.5883
C -1.5844 5.7993 3.3104
C -2.7664 5.9206 2.5961
H -4.7744 6.6755 2.5980
H -4.5962 7.6333 4.8690
H -2.4958 7.4012 6.1472
H -0.5629 6.2323 5.1475
H -0.7415 5.2852 2.8662
H -2.8404 5.4983 1.6022

---

49
Properties=species:S:1:pos:R:3 method="wB97M-V/def2-TZVPD" lumo_ha="-0.12242 / -0.10444" total_charge=+1 s2=2.03 spin_multiplicity=3 e_homo_ev="-12.6 / -12.6" total_energy_ev=-106011.702
V -0.5906 0.1317 -0.4384
N 4.0304 -1.2625 -0.8135
C 2.6408 -1.0492 -1.4130
C 2.6795 -1.5786 -2.8473
P 1.5370 -2.1308 -0.3266
O 0.5520 -2.8593 -1.3536
O 2.4579 -3.0614 0.3580
O 0.6337 -1.1993 0.4754
P 2.4471 0.8322 -1.3210
O 2.4981 1.3431 -2.8200
O 3.6422 1.2659 -0.5655
O 1.0702 1.2065 -0.7607
H 3.9641 -2.0428 -0.1322
H 4.3097 -0.3600 -0.3788
H 4.7016 -1.4994 -1.5410
H 2.9421 -2.6392 -2.8583
H 3.4129 -1.0279 -3.4390
H 1.7101 -1.4779 -3.3252
H 0.8112 -3.7683 -1.5499
H 1.6522 1.2912 -3.2862
O -2.4927 0.0458 -3.7835
Cl -1.6930 0.0644 -2.6429
O -1.8306 1.2894 -1.8129
O -1.9730 -1.0307 -1.6707
O -0.2526 -0.0701 -2.8655
C -2.6350 -1.8101 1.6480
P -2.6279 -0.1375 0.9515
C -4.2267 0.0584 0.1260
C -2.7200 0.9924 2.3841
C -1.3134 1.1511 2.9569
P -0.1805 1.4867 1.5646
C 1.4717 1.3290 2.2689
C -0.3984 3.2450 1.1824
H -3.4900 -1.9523 2.3102
H -1.7098 -1.9920 2.1945
H -2.6899 -2.5346 0.8348
H -5.0265 -0.0042 0.8655
H -4.3700 -0.7239 -0.6166
H -4.2762 1.0272 -0.3700
H -3.4437 0.6286 3.1152
H -3.0954 1.9500 2.0120
H -0.9780 0.2244 3.4306
H -1.2531 1.9370 3.7113
H 1.5266 1.9297 3.1787
H 2.2238 1.6715 1.5601
H 1.6605 0.2842 2.5119
H -0.3664 3.8366 2.0984
H -1.3462 3.4275 0.6752
H 0.4040 3.5625 0.5183

---

14
Properties=species:S:1:pos:R:3 method="wB97M-V/def2-TZVPD" lumo_ha=0.03195 relative_energy_kcal_mol=70.8 e_homo_ev=-10.0 total_energy_ev=-6791.984 smiles=C[C@@H](O)CN
C -1.0151 0.7651 1.0079
C 0.2817 -0.1957 0.5755
O 0.1007 -1.6148 0.9259
C 0.8391 0.2051 -0.7942
N -0.1452 -0.3211 -1.8183
H -1.1505 0.6336 2.0524
H -0.2577 1.6025 0.9587
H -2.0354 0.5271 0.5806
H 1.0399 0.1929 1.2219
H -0.8318 -1.5385 1.4519
H 0.7523 1.3436 -0.8244
H 2.0320 -0.0764 -0.8581
H 0.5071 -0.2010 -2.6745
H -0.1170 -1.3225 -1.8054

---

19
Properties=species:S:1:pos:R:3 method="wB97M-V/def2-TZVPD" lumo_ha=-0.03734 relative_energy_kcal_mol=23.3 e_homo_ev=-9.4 total_energy_ev=-45208.340
C 2.4671 0.6005 -0.4827
C -0.6705 -0.3726 1.3465
C -0.2838 -1.6537 0.5382
C 0.3861 0.6402 0.9264
C 1.2193 -1.3277 0.0768
C 1.3498 0.1236 0.1327
N 3.3864 1.0626 -0.9832
N 0.0171 0.9452 -1.8899
S -1.0109 1.7886 -2.3959
Cl -2.5826 0.5198 -3.1064
Cl -2.0871 2.9174 -0.1592
H -1.6179 -0.0108 1.1448
H -0.6663 -0.6778 2.4692
H -0.2977 -2.4375 1.3317
H -0.9787 -1.8795 -0.3309
H -2.0899 1.8012 0.5415
H 0.2441 1.6457 1.1548
H 1.9369 -1.8068 0.6931
H 1.2786 -1.8784 -1.0077

---

8
Properties=species:S:1:pos:R:3 method="wB97M-V/def2-TZVPD" lumo_ha=0.15915 relative_energy_kcal_mol=52.1 total_charge=-1 e_homo_ev=-5.5 total_energy_ev=-22592.027 smiles="O=[P@H]([O-])C(F)(F)F"
O -0.6778 -0.5099 0.6710
P 0.2603 -1.0308 -0.3273
O 0.5621 -2.4879 -0.2715
C 1.9334 -0.2119 -0.1484
F 1.9014 1.4039 -0.1992
F 2.9808 -0.5312 -0.8276
F 2.2178 -0.4412 1.0934
H -0.0614 -0.5549 -1.4819

---

Which M belongs to each record? In order, 202.201 1018.054 504.570 75.111 211.117 132.985 u.